Record 1
Formula: C40H35BrN6O3Rh
Source: OMol25
Level of theory: wB97M-V/def2-TZVPD

Last column: Mulliken charge in e.
Cartesian coordinates (Å):
1 Rh 2.22389 0.51162 -1.01962  -1.134
2 C -2.82004 -3.50026 -2.93435  -0.646
3 O -3.43155 -3.98626 -1.76085  -0.501
4 C -3.16567 -3.54305 -0.50842  -0.074
5 C -3.98824 -4.13122 0.46369  -0.528
6 C -3.88287 -3.82669 1.80147  -0.633
7 C -2.95629 -2.88249 2.21960  -0.689
8 C -2.14213 -2.28194 1.28060  -0.181
9 C -2.20892 -2.60860 -0.07769  0.452
10 N -1.34359 -1.92908 -0.98010  0.463
11 C -0.04834 -1.54311 -0.78863  -0.906
12 N 0.65423 -2.16547 0.19218  0.040
13 C 1.86830 -1.82582 0.83588  1.028
14 C 2.63019 -0.70159 0.47465  0.717
15 C 3.74511 -0.29648 1.19071  -0.163
16 C 4.16250 -1.02953 2.28513  -1.060
17 C 3.46008 -2.16154 2.63636  -0.613
18 C 2.32028 -2.58530 1.94049  0.625
19 O 1.82130 -3.73077 2.49125  -0.502
20 C 0.66006 -4.42818 2.10970  -0.727
21 N 0.49603 -0.66357 -1.58189  1.904
22 C -0.18351 -0.01446 -2.62631  -0.468
23 C -0.53250 1.33028 -2.43471  -0.514
24 C -1.16717 2.06801 -3.40819  -0.909
25 C -1.48862 1.45861 -4.61299  -0.637
26 C -1.11870 0.14856 -4.83917  -0.507
27 C -0.45685 -0.60990 -3.87106  0.727
28 O -0.20683 -1.90064 -4.23077  -0.466
29 C 0.89402 -2.62435 -3.71998  -0.331
30 H -3.24573 -4.10232 -3.73545  0.335
31 H -1.73866 -3.63381 -2.93522  0.237
32 H -3.06723 -2.45413 -3.12933  0.281
33 H -4.73387 -4.82767 0.11559  0.469
34 H -4.54177 -4.30861 2.50633  0.407
35 H -2.89611 -2.60069 3.25936  0.445
36 H -1.45020 -1.50927 1.58768  0.558
37 H -1.79202 -1.47819 -1.76710  0.300
38 H 0.14613 -2.92507 0.62292  -0.476
39 H 4.28770 0.59240 0.88669  0.461
40 H 5.02882 -0.71822 2.84657  0.422
41 H 3.76496 -2.76020 3.47890  0.487
42 H 0.63192 -5.28363 2.78488  0.331
43 H 0.71037 -4.81286 1.08470  0.338
44 H -0.25689 -3.84993 2.27800  0.198
45 H -0.32915 1.77325 -1.46970  0.391
46 H -1.41396 3.10266 -3.22521  0.498
47 H -2.00614 2.01112 -5.38119  0.422
48 H -1.32135 -0.32921 -5.78331  0.512
49 H 1.15730 -3.33321 -4.50588  0.385
50 H 0.63168 -3.18010 -2.81409  0.131
51 H 1.75261 -1.98897 -3.49752  -0.072
52 N -1.93330 3.94854 3.65812  0.057
53 C -2.47720 5.05468 4.26014  0.733
54 C -3.36832 5.21142 5.28750  -0.911
55 C -3.69049 6.52990 5.65016  -0.459
56 C -3.15747 7.62656 4.97664  -0.469
57 C -2.27501 7.48002 3.92583  -0.793
58 C -1.91829 6.17181 3.54986  0.568
59 N -1.09913 5.74431 2.59277  -0.654
60 C -1.06559 4.38742 2.67994  -0.088
61 C -0.25935 3.56053 1.90296  1.051
62 C -0.26667 2.14061 2.03807  -1.012
63 C 0.52498 1.38039 1.24356  0.168
64 N 1.36710 1.89051 0.30099  0.388
65 C 1.41822 3.25010 0.18671  -0.906
66 C 0.64586 4.08635 0.92895  -0.711
67 H -2.08600 2.99428 3.93231  0.171
68 H -3.80581 4.37041 5.80666  0.394
69 H -4.36046 6.69220 6.48033  0.397
70 H -3.43261 8.61951 5.29443  0.393
71 H -1.83755 8.32256 3.41585  0.446
72 H -0.88710 1.65611 2.77435  0.346
73 H 0.50778 0.30549 1.35338  0.033
74 H 2.11122 3.64966 -0.54846  0.442
75 H 0.69784 5.15702 0.81942  0.565
76 Br 5.16533 -3.01216 -5.56439  -0.157
77 C 4.67976 -1.87491 -4.11706  -0.108
78 C 4.97460 -2.26529 -2.81833  -0.633
79 C 4.49731 -1.51701 -1.75778  -0.048
80 C 3.69981 -0.40159 -2.00443  0.454
81 C 3.50833 0.04228 -3.31240  -0.648
82 C 3.98836 -0.69977 -4.37870  -0.588
83 H 5.53897 -3.16643 -2.62703  0.466
84 H 4.72748 -1.83953 -0.75283  0.420
85 H 2.94943 0.96275 -3.51665  0.413
86 H 3.80542 -0.38886 -5.39544  0.449

Atoms 1-3, force components in eV/Å:
0.6 -1.6 0.3
0.2 0.0 -0.4
-0.1 0.0 0.4

Values from the calculation:
Net charge   +1
HOMO-LUMO gap (spin up / spin down)   6.4 / 6.5 eV
Highest occupied orbital energy (spin up / spin down)   -10.42 / -10.38 eV
E_tot   -4783.79549 Eh
LUMO (spin up / spin down)   -0.149 / -0.144 Eh

Record 2
Formula: C4H2INO2
Source: OMol25
Level of theory: wB97M-V/def2-TZVPD

Last column: Mulliken charge in e.
Cartesian coordinates (Å):
1 C -0.88868 -2.12046 -0.91606  0.906
2 C 0.31995 -0.04877 -0.03198  -0.131
3 C -0.39427 -1.05529 -0.51111  -0.420
4 C -0.91958 -3.61566 -3.58490  0.178
5 N -1.13984 -3.20118 -1.42880  -0.706
6 O -1.16246 -2.55483 -4.01205  -0.205
7 O -0.15214 0.86026 0.86350  -0.483
8 I -3.02902 -3.94405 -1.16284  0.148
9 H 1.27577 0.32258 -0.17135  0.383
10 H -1.00931 0.91184 1.25285  0.330

Atoms 1-3, force components in eV/Å:
0.1 -1.0 -0.5
-3.7 0.2 1.6
1.6 2.1 0.7

Values from the calculation:
Energy above the lowest of the compared OMol25 structures with the same formula, charge and spin   3.133 eV
Net charge   0
HOMO-LUMO gap   8.5 eV
Highest occupied orbital energy   -9.13 eV
E_tot   -656.40050 Eh
LUMO   -0.022 Eh

Record 3
Formula: C29H46BrF13O11
Source: OMol25
Level of theory: wB97M-V/def2-TZVPD

Last column: Mulliken charge in e.
Cartesian coordinates (Å):
1 C 6.51588 -1.15409 3.56540  -0.901
2 C 5.39927 -0.83437 2.40849  -0.185
3 C 4.58230 0.57296 2.59638  0.450
4 O 4.98910 1.61730 1.82238  -0.556
5 O 3.42961 0.82037 3.47222  -0.306
6 C 2.40190 -0.22460 3.37198  -0.904
7 C 1.70567 -0.39734 1.90524  -0.582
8 C 0.20672 0.24220 1.73684  1.687
9 C -0.23640 -0.40331 0.27884  -0.168
10 C -1.68649 -1.15405 0.26236  -0.561
11 C -1.62117 -2.77469 0.63978  0.940
12 F -0.44165 -3.12820 1.48820  -0.264
13 F -2.80449 -2.96876 1.56517  -0.369
14 C -1.89622 -3.77639 -0.61544  0.397
15 F -3.20539 -3.31907 -1.22266  -0.289
16 F -2.23403 -5.11748 -0.02149  -0.287
17 C -0.82630 -3.80076 -1.82447  0.789
18 F -0.64111 -2.42605 -2.42984  -0.306
19 F -1.47327 -4.58150 -2.94766  -0.340
20 C 0.66122 -4.36924 -1.55154  0.505
21 F 1.51486 -3.50925 -0.64649  -0.232
22 F 1.39154 -4.29110 -2.87506  -0.290
23 C 0.83054 -5.89192 -1.02093  0.481
24 F 0.48549 -6.09087 0.43743  -0.229
25 F 2.31808 -6.17310 -1.06540  -0.281
26 C 0.14727 -7.07940 -1.90508  0.612
27 F 0.23715 -6.93154 -3.37407  -0.249
28 F 0.92638 -8.33440 -1.58035  -0.258
29 F -1.26141 -7.39815 -1.58079  -0.206
30 C -0.83991 0.08498 3.02178  -0.054
31 O -1.26699 -1.06979 3.53896  -0.624
32 O -1.24578 1.41161 3.59667  -0.347
33 C -0.11291 2.30555 3.23494  -0.010
34 C -0.15967 3.88760 3.65632  -0.033
35 Br -1.85529 4.20500 4.74151  -0.104
36 C 1.11727 4.41361 4.54033  -0.292
37 C 1.01521 3.88090 6.09278  -0.948
38 C 0.04291 1.90380 1.61853  1.012
39 C 1.39368 2.78058 1.23182  -0.354
40 C 2.04140 2.41785 -0.22903  -0.843
41 C -1.40816 2.44653 0.98784  0.401
42 C -1.23862 3.25872 -0.42971  -0.318
43 C -0.85165 4.88546 -0.47178  -0.332
44 C -0.63310 5.70543 -1.91279  -0.590
45 C -0.79016 4.96133 -3.39615  -0.259
46 C -1.22297 3.37058 -3.35663  -0.444
47 C -1.43326 2.56999 -1.94143  0.235
48 H 6.02458 -1.94295 4.31279  0.246
49 H 7.42606 -1.70301 3.02355  0.285
50 H 6.86591 -0.17050 4.09672  0.304
51 H 5.96230 -0.76537 1.36468  0.339
52 H 4.64368 -1.74971 2.28974  0.173
53 H 2.92923 -1.26653 3.62146  0.318
54 H 1.64934 -0.04752 4.26646  0.254
55 H 1.57625 -1.57450 1.74591  0.286
56 H 2.39455 -0.05913 0.99067  0.279
57 H -0.28194 0.43200 -0.57335  -0.529
58 H 0.55499 -1.19458 -0.13728  0.273
59 H -2.52351 -0.62526 0.92988  0.462
60 H -2.10243 -1.04338 -0.85198  -0.212
61 H 0.72273 1.90129 3.97550  -0.555
62 H -0.28951 4.59290 2.70175  -0.075
63 H 1.03696 5.60255 4.59858  0.349
64 H 2.09753 4.10847 3.97742  0.294
65 H 0.71236 2.73389 6.09962  0.239
66 H 0.27070 4.54145 6.74821  0.316
67 H 2.08868 4.06828 6.57309  0.336
68 H 2.26350 2.66382 2.04116  -0.054
69 H 1.17032 3.95325 1.20902  0.498
70 H 1.31378 1.86655 -0.96092  0.071
71 H 2.32262 3.44755 -0.76134  0.330
72 H 3.06163 1.81362 -0.13986  0.156
73 H -1.99267 3.15228 1.71510  0.422
74 H -2.15675 1.54546 0.75835  -0.067
75 H -0.72463 5.49482 0.53347  0.251
76 H -0.32445 6.85466 -1.87571  0.257
77 H -0.62080 5.49009 -4.42603  0.318
78 H -1.36557 2.73086 -4.35153  0.131
79 H -1.73024 1.41330 -1.92924  0.012
80 O 2.39175 -7.17096 -5.24172  -0.647
81 H 1.82630 -7.21882 -4.45623  0.382
82 H 1.76577 -7.17455 -5.98139  0.297
83 O -3.11013 -2.36749 -4.20908  -0.508
84 H -2.33981 -2.87803 -3.91756  0.175
85 H -3.86624 -2.87369 -3.87586  0.303
86 O -4.08637 -0.04384 -1.72396  -0.524
87 H -3.97809 -0.96624 -1.44743  0.301
88 H -5.03426 0.03539 -1.90894  0.303
89 O -4.03900 2.00963 2.72233  -0.609
90 H -3.26868 1.49910 3.01386  0.317
91 H -4.79511 1.50343 3.05556  0.298
92 O -3.43364 -1.10848 -7.00358  -0.631
93 H -3.47899 -1.29485 -6.05373  0.324
94 H -2.49016 -0.96143 -7.16853  0.300
95 O -0.71561 4.62376 -6.48355  -0.639
96 H -0.82632 3.67514 -6.64750  0.307
97 H 0.23914 4.76612 -6.56820  0.333
98 O -5.62330 -0.29222 -4.44419  -0.617
99 H -5.05716 0.47766 -4.28358  0.323
100 H -5.02232 -1.04723 -4.35601  0.311

Atoms 1-3, force components in eV/Å:
-0.5 -0.8 -0.3
-0.3 -0.4 -0.7
1.4 5.2 -4.0

Values from the calculation:
Net charge   0
HOMO-LUMO gap   6.6 eV
Highest occupied orbital energy   -8.44 eV
E_tot   -5831.65284 Eh
SMILES   CCC(=O)OCC[C@@]1(CCC(F)(F)C(F)(F)C(F)(F)C(F)(F)C(F)(F)C(F)(F)F)C(=O)O[C@H]([C@@H](Br)CC)[C@]1(CC)Cc1ccccc1.O.O.O.O.O.O.O
LUMO   -0.067 Eh

Record 4
Formula: C3H4N2S
Source: OMol25
Level of theory: wB97M-V/def2-TZVPD

Last column: Mulliken charge in e.
Cartesian coordinates (Å):
1 N -1.11605 1.50090 0.00886  -0.446
2 C -0.14362 0.58141 0.05903  0.527
3 C -0.26605 -0.74128 0.03335  -0.334
4 C 0.95696 -1.41807 0.06022  -0.131
5 N 2.05100 -0.69855 0.18711  -0.474
6 S 1.74312 0.89026 0.25653  0.024
7 H -0.93334 2.47822 0.12293  0.191
8 H -2.03499 1.14362 -0.10204  0.179
9 H -1.22308 -1.19265 -0.45509  0.179
10 H 0.96605 -2.54387 -0.17089  0.285

Atoms 1-3, force components in eV/Å:
0.4 0.5 -0.1
3.2 1.8 0.9
-2.7 -1.8 -2.1

Values from the calculation:
Energy above the lowest of the compared OMol25 structures with the same formula, charge and spin   1.325 eV
Net charge   0
HOMO-LUMO gap   8.9 eV
Highest occupied orbital energy   -8.23 eV
E_tot   -624.37709 Eh
SMILES   Nc1ccns1
LUMO   0.025 Eh